No. 1
{
  "formula": "C33H34FeI2N6O6",
  "method": "ωB97M-V with the def2-TZVPD basis set",
  "species": ["C", "N", "C", "N", "H", "H", "H", "H", "H", "H", "H", "H", "C", "C", "C", "N", "C", "H", "H", "C", "H", "N", "H", "C", "H", "N", "H", "C", "C", "H", "O", "C", "C", "C", "H", "H", "C", "C", "C", "H", "N", "H", "H", "H", "H", "H", "H", "I", "C", "O", "Fe", "C", "H", "C", "C", "C", "H", "O", "H", "H", "H", "C", "O", "O", "O", "C", "C", "C", "C", "C", "H", "C", "H", "H", "H", "C", "H", "C", "C", "I", "C", "C"],
  "xyz": [[-0.65154, -1.72925, 5.21252], [-1.53673, 1.58253, 0.93254], [-0.81358, 2.68559, -5.28586], [-0.79694, -0.97591, -0.53733], [2.57087, -0.04700, 3.17979], [-2.37645, -2.68245, 4.33428], [-0.84478, 2.85271, -6.35665], [0.24859, -5.23408, -1.69147], [-3.53650, 1.70865, 3.59150], [1.28974, -0.60760, -5.54361], [-2.86385, 2.33941, -2.59639], [-0.79294, -2.15034, 6.20185], [0.43870, 2.26511, -3.27326], [4.84025, 0.86773, 0.86033], [-1.52719, -2.02989, 4.18331], [-1.78492, 1.89461, -0.41562], [0.55033, -0.33665, 3.68842], [5.92249, -2.19591, -0.11528], [1.32572, 2.53068, -5.20770], [5.71913, -0.12857, 0.45211], [-1.98096, -1.61925, 2.10361], [1.41697, 1.35661, 2.16991], [1.09145, -0.58193, 5.74638], [-0.23836, -1.28205, -4.19505], [-1.37048, -4.53166, -1.77255], [-0.29104, -0.63818, 2.69568], [-4.68214, 2.15367, 1.83764], [2.94738, -0.68658, 0.75947], [0.15807, -3.39757, -2.83194], [1.36822, 2.07388, -2.75258], [-2.90866, -1.15336, 0.34465], [-0.73866, 2.21611, -2.53319], [-1.31688, -1.45305, 2.94097], [-1.95773, 2.39868, -3.18512], [-2.94845, 2.74830, -5.05256], [0.79320, 2.12680, 2.41155], [0.40220, 2.50618, -4.64024], [-1.56201, 2.24244, 4.02347], [-0.66316, 1.90349, -1.07250], [-0.13450, -3.81079, -0.72473], [-2.67801, -1.80051, -1.76552], [3.19210, 2.50725, 1.95775], [-1.77092, 3.32935, 5.86368], [-1.31522, 1.63983, 6.06982], [-0.62429, -0.26288, -4.11352], [1.85296, -0.80554, -3.87407], [2.19972, 2.26157, 0.50707], [7.75983, 0.29929, 0.22963], [0.39810, -0.86481, 4.96458], [-2.62807, -2.82343, -3.76434], [0.16891, 0.33390, 0.93670], [3.90595, -1.66149, 0.36263], [-3.67033, -1.97019, -1.70694], [-2.10793, -1.27345, -0.57773], [5.25226, -1.40731, 0.19833], [-0.53812, -2.02114, -2.86604], [-4.17682, 1.13874, 0.45703], [1.14933, -0.87138, -1.71413], [-0.83514, -1.78824, -4.95711], [1.91260, 1.21193, 4.23118], [-3.00140, 2.05054, 5.68483], [-3.92235, 2.00448, 1.07078], [0.49515, 1.63990, -0.59178], [1.73060, -1.00470, 0.93706], [-0.38316, 2.60164, 3.77334], [-2.03120, -2.25374, -2.85978], [1.69449, 0.57783, 3.36518], [-1.95873, 2.31516, 5.50147], [2.58974, 1.77202, 1.40224], [-2.56573, 1.77539, 1.70825], [-3.89556, 2.87116, 0.41079], [-0.30715, -4.29362, -1.68935], [-0.00420, -3.89004, -3.79518], [1.59636, -2.22305, -4.90117], [1.22664, -3.20500, -2.72287], [3.48747, 0.62201, 1.00333], [5.21586, 1.86248, 1.07402], [-1.99444, 2.62672, -4.55184], [-2.55852, 1.83130, 3.14112], [3.17223, -3.58632, 0.00853], [1.21742, -1.22987, -4.64719], [-0.01531, -1.21688, -1.64709]],
  "forces_ev_per_a": [[0.00, 0.00, 0.06], [0.32, -0.12, 0.25], [0.00, -0.01, 0.00], [0.14, 0.27, -0.10], [0.04, 0.00, -0.02], [0.00, -0.01, -0.01], [0.00, 0.01, 0.00], [0.00, 0.00, 0.01], [-0.01, -0.05, 0.00], [0.00, -0.02, -0.01], [0.00, 0.00, 0.00], [0.00, 0.00, -0.01], [0.01, -0.03, 0.00], [-0.01, -0.02, -0.02], [-0.01, 0.03, -0.06], [-0.01, -0.02, -0.05], [-0.05, -0.01, 0.10], [0.00, 0.00, 0.00], [0.00, 0.00, 0.00], [-0.01, 0.03, -0.01], [-0.04, 0.02, -0.01], [-0.31, -0.05, -0.44], [0.01, 0.01, 0.00], [0.06, 0.00, 0.03], [0.00, -0.01, 0.00], [0.14, 0.25, -0.19], [0.00, -0.01, 0.01], [0.01, -0.02, 0.03], [0.03, 0.02, -0.01], [-0.01, 0.00, 0.00], [0.03, 0.07, 0.06], [-0.02, 0.02, -0.04], [0.02, -0.05, 0.00], [0.01, 0.01, 0.00], [0.00, 0.00, 0.00], [0.02, 0.22, 0.25], [-0.01, 0.00, -0.01], [-0.09, -0.04, 0.00], [0.00, 0.03, 0.08], [-0.01, 0.00, -0.01], [0.03, 0.02, -0.08], [0.01, -0.06, 0.03], [0.00, -0.01, 0.01], [0.03, -0.02, 0.00], [-0.02, 0.05, 0.02], [0.00, 0.01, 0.00], [0.05, -0.01, 0.06], [0.01, 0.00, 0.01], [-0.04, 0.00, -0.03], [0.00, -0.02, 0.00], [-0.49, -0.46, 0.35], [0.04, -0.04, -0.04], [0.01, -0.01, 0.04], [-0.01, -0.04, 0.13], [0.00, -0.02, 0.01], [0.00, 0.00, 0.02], [0.01, 0.01, -0.04], [-0.04, -0.04, -0.03], [0.00, 0.02, -0.02], [-0.06, 0.03, -0.02], [0.01, -0.01, -0.01], [0.03, 0.01, -0.01], [0.17, -0.31, -0.04], [-0.11, 0.28, -0.12], [0.17, 0.01, -0.05], [-0.02, -0.04, -0.04], [0.09, 0.04, 0.01], [-0.01, 0.05, -0.03], [0.03, 0.12, 0.08], [-0.05, 0.20, -0.20], [-0.01, 0.01, 0.02], [0.01, 0.03, 0.02], [-0.05, -0.01, 0.01], [0.00, 0.00, 0.02], [0.00, -0.01, -0.05], [-0.02, 0.01, -0.02], [-0.01, 0.01, 0.00], [0.00, 0.00, 0.00], [0.00, -0.23, 0.09], [0.03, 0.02, 0.01], [0.00, 0.02, 0.00], [-0.04, -0.10, -0.02]],
  "fmax_ev_per_a": 0.76,
  "orbital_gap_ha": 0.176,
  "total_charge": -2,
  "e_tot_ev": -106592.4989,
  "mol_weight_g_mol": 920.324,
  "e_above_lowest_kj_mol": 7.2
}



No. 2
{
  "formula": "C33H35AsCl3CoN6O2S6Sb",
  "method": "ωB97M-V with the def2-TZVPD basis set",
  "species": ["H", "C", "H", "H", "C", "C", "O", "C", "C", "O", "C", "C", "C", "H", "H", "C", "C", "H", "C", "H", "C", "C", "H", "H", "S", "H", "C", "H", "H", "H", "C", "H", "C", "C", "S", "H", "H", "Cl", "N", "H", "C", "H", "N", "N", "Cl", "Co", "N", "S", "H", "Sb", "C", "As", "H", "S", "C", "C", "S", "H", "C", "C", "Cl", "H", "H", "H", "H", "C", "C", "C", "C", "H", "N", "H", "C", "N", "C", "C", "C", "H", "H", "H", "C", "H", "H", "H", "H", "S", "H", "C"],
  "xyz": [[-2.04788, -1.35863, -2.26673], [3.58747, -4.57416, -1.28672], [1.23537, -5.64472, -1.66047], [-2.17669, 1.03182, 3.22078], [-3.08869, -0.35456, -0.68693], [-2.92369, 3.41508, -0.02718], [3.05456, 0.16441, -2.25594], [1.15948, 3.26027, -0.54985], [3.58066, 0.13121, -4.55008], [2.15903, 1.77331, -3.57047], [2.84474, 0.78759, -3.31908], [-3.60101, 4.41844, -0.71404], [-0.49330, 3.56279, 2.62560], [-4.07957, 5.21923, -0.16591], [-4.17137, 5.17285, -2.63495], [-2.56453, -0.90118, 4.05699], [1.81265, 4.19014, 2.35617], [1.00403, 3.88765, 5.63370], [1.94862, 4.20547, 3.73743], [2.08822, -4.50995, 1.67057], [-2.16080, -0.03423, 3.04908], [-3.04232, 3.35556, -2.79698], [2.90813, 4.44445, 4.16547], [1.25230, 2.81665, -2.50869], [2.63085, 2.43775, -0.21692], [-1.88871, 1.54498, -2.66661], [-2.37501, 2.34523, -2.12250], [-1.19940, 3.34625, 4.63402], [0.25361, -2.37208, -0.57778], [-2.05555, -3.84240, 2.46015], [-3.65529, 4.38906, -2.09709], [-6.26730, -2.07017, -2.08841], [3.45081, -2.79142, 0.26967], [-1.73418, -0.56202, 1.84312], [4.35300, 0.11334, 0.39708], [-4.42409, 0.51664, 0.76691], [4.52926, -4.16900, -1.66294], [5.13120, -0.58204, -4.08808], [3.46071, -4.24400, 0.12779], [0.40095, -4.14028, -2.11401], [0.87646, 3.90029, 4.56019], [2.65125, 4.42573, 1.71808], [1.06011, -4.22954, -0.13124], [0.76843, 3.40664, -1.81398], [2.50039, -1.15977, -5.15531], [2.26218, 0.14938, -0.42314], [0.38907, 3.83149, 0.39402], [3.98224, -1.41240, 3.70005], [-1.37648, -2.32665, 0.66551], [-1.38650, 0.68469, 0.15359], [-1.69732, -1.92149, 1.61116], [3.52387, 0.22227, 2.43709], [-2.90343, -0.50382, 5.00439], [4.10291, 1.98403, 3.47823], [2.48546, -2.57579, -1.92623], [-2.31427, 2.38941, -0.73884], [1.43815, 0.11048, 1.66943], [0.96852, -2.49828, 1.04522], [-2.52711, -2.26849, 3.84553], [-3.00711, -1.19101, -1.78820], [3.84836, 1.30248, -5.85127], [-0.52469, 4.14153, 0.09374], [3.34539, -2.52636, 1.32402], [3.59735, -5.66169, -1.40052], [-6.43135, -0.56683, -0.12528], [2.19639, -4.77314, 0.61621], [1.07692, -2.78070, -0.00162], [1.23721, -4.55770, -1.54584], [-5.38035, -1.58852, -1.69749], [-2.88319, 3.44666, 1.05356], [2.32827, -2.16565, -0.50740], [2.19743, -5.86221, 0.51724], [-5.47238, -0.74589, -0.59515], [2.48684, -4.02628, -2.08241], [-0.35459, 3.58768, 4.00085], [-4.33287, -0.13673, -0.09695], [0.59626, 3.84546, 1.80518], [-0.15888, 3.73990, -2.03726], [1.65889, -2.15351, -2.50019], [-3.07957, 3.33509, -3.87807], [-4.14877, -1.80809, -2.29067], [4.38987, -2.39064, -0.09570], [-4.06952, -2.46054, -3.15134], [3.41875, -2.16462, -2.30231], [-1.45016, 3.30532, 2.17847], [0.14344, -0.01149, -1.37963], [-2.83828, -2.94542, 4.62977], [-2.08984, -2.77457, 2.62836]],
  "forces_ev_per_a": [[0.00, -0.02, 0.02], [0.09, -0.04, -0.01], [0.00, 0.00, -0.01], [0.07, 0.09, 0.02], [-0.11, 0.02, -0.11], [-0.13, 0.00, -0.17], [-0.13, -0.35, 0.09], [-0.20, 0.08, -0.51], [0.07, 0.02, -0.11], [-0.12, -0.09, 0.02], [0.01, 0.26, -0.01], [0.01, -0.01, 0.03], [-0.10, -0.16, -0.12], [0.00, 0.01, 0.02], [-0.02, 0.01, -0.01], [0.00, 0.03, 0.00], [0.00, 0.17, 0.00], [0.01, 0.02, 0.02], [-0.14, 0.05, 0.05], [0.00, 0.00, -0.02], [0.01, -0.11, 0.09], [-0.02, 0.05, -0.03], [0.04, 0.00, 0.01], [0.09, 0.00, 0.00], [0.27, -0.15, 0.18], [0.02, -0.02, -0.02], [0.11, 0.01, -0.05], [-0.01, 0.00, 0.01], [-0.03, 0.00, -0.04], [0.03, -0.03, 0.00], [0.02, 0.00, -0.05], [-0.01, 0.00, -0.01], [-0.04, -0.02, 0.01], [-0.13, 1.05, 0.72], [-0.23, 0.35, -0.11], [0.01, -0.01, 0.02], [-0.01, -0.01, 0.00], [-0.02, 0.01, -0.01], [-0.04, 0.02, -0.10], [0.01, -0.01, 0.01], [0.00, 0.06, -0.01], [0.03, -0.07, 0.06], [-0.06, -0.08, -0.03], [-0.11, -0.23, 0.12], [0.00, 0.03, 0.01], [0.39, -0.28, -0.02], [-0.04, -0.22, 0.06], [-0.33, -0.32, -0.49], [-0.04, -0.02, -0.11], [-0.44, -1.70, -1.16], [-0.03, -0.08, -0.04], [1.08, 0.48, 1.64], [0.01, 0.02, 0.02], [-0.15, -0.20, -0.54], [-0.04, -0.02, 0.05], [-0.02, 0.72, 1.10], [-0.29, -0.02, -0.36], [0.03, 0.01, 0.00], [0.01, -0.04, -0.01], [0.04, -0.02, -0.06], [0.00, -0.04, 0.06], [0.07, 0.18, -0.03], [0.03, 0.02, -0.04], [0.00, 0.01, -0.01], [-0.01, 0.00, 0.01], [0.00, -0.07, 0.12], [0.06, 0.04, 0.13], [-0.03, -0.04, -0.01], [-0.02, 0.02, 0.04], [-0.12, 0.01, -0.11], [0.08, 0.28, -0.06], [0.00, 0.01, 0.00], [-0.01, -0.03, -0.03], [-0.02, -0.03, -0.04], [0.04, -0.02, 0.01], [0.02, 0.01, 0.00], [-0.11, 0.07, 0.02], [0.04, 0.06, 0.06], [0.02, 0.00, -0.01], [-0.01, -0.01, -0.02], [0.02, -0.03, -0.03], [-0.01, 0.00, -0.02], [0.00, -0.01, 0.00], [0.01, -0.01, 0.01], [0.19, 0.01, 0.12], [0.32, 0.41, -0.33], [0.01, -0.01, 0.01], [0.01, -0.05, 0.06]],
  "fmax_ev_per_a": 2.10,
  "orbital_gap_ha": 0.160,
  "total_charge": -1,
  "e_tot_ev": -255409.8565,
  "mol_weight_g_mol": 1102.059,
  "e_above_lowest_kj_mol": 76.5
}